Record 1
The following is a quantum chemistry calculation of C45H100F6N8NaO12S6 as an isolated structure, from the OMol25 dataset.

The expectation value of S² is 0.7639. As for the multiplicity: 2. The largest force on an atom is 0.260 Eh/bohr. As for the HOMO-LUMO gap (spin up / spin down): 6.15 / 2.14 eV. Its total charge is +4.

Geometry as XYZ:
```
178
Properties=species:S:1:pos:R:3:mulliken_charge:R:1
Na -4.043 -4.143 11.010 1.312
C -13.740 -7.262 17.786 -1.328
C -12.720 -7.344 16.598 -0.365
C -12.641 -5.963 15.880 -0.583
N -11.641 -5.841 14.682 -0.041
C -11.758 -7.091 13.780 -0.959
C -10.782 -7.017 12.495 -0.872
C -9.381 -6.985 12.970 0.996
C -9.185 -5.832 14.017 -0.648
C -10.174 -5.887 15.234 -0.890
C -12.079 -4.521 13.921 -0.881
H -13.979 -8.261 18.152 0.383
H -14.703 -6.904 17.422 0.357
H -13.374 -6.574 18.548 0.355
H -13.041 -8.156 15.945 0.381
H -11.749 -7.745 16.892 0.341
H -12.318 -5.207 16.596 0.377
H -13.607 -5.697 15.450 0.443
H -11.539 -8.021 14.305 0.376
H -12.818 -7.083 13.526 0.520
H -10.911 -7.853 11.808 0.412
H -11.066 -6.197 11.835 0.311
H -9.194 -7.975 13.386 0.298
H -8.682 -6.896 12.138 -0.659
H -8.199 -5.826 14.482 0.296
H -9.312 -4.926 13.425 0.416
H -10.054 -6.747 15.893 0.409
H -10.301 -4.999 15.854 0.439
H -13.094 -4.641 13.540 0.382
H -11.420 -4.383 13.064 0.387
H -12.046 -3.680 14.613 0.379
C -2.272 -9.946 15.786 -1.629
C -2.741 -8.505 15.541 0.504
C -1.851 -7.513 16.234 -0.800
N -2.173 -6.020 15.886 0.305
C -1.190 -5.056 16.647 -0.590
C -1.380 -5.099 18.197 -0.609
C -2.758 -4.788 18.649 -0.741
C -3.786 -5.672 17.834 -0.758
C -3.623 -5.547 16.301 -0.577
C -2.117 -5.746 14.309 -0.996
H -2.906 -10.726 15.363 0.386
H -2.315 -10.002 16.874 0.419
H -1.281 -10.232 15.434 0.367
H -3.812 -8.528 15.745 0.187
H -2.688 -8.315 14.469 -0.217
H -0.852 -7.593 15.806 0.394
H -1.724 -7.677 17.304 0.608
H -0.113 -5.143 16.506 0.446
H -1.536 -4.063 16.358 0.378
H -1.187 -6.088 18.612 0.269
H -0.639 -4.395 18.575 0.433
H -2.968 -5.004 19.697 0.419
H -2.991 -3.747 18.427 0.314
H -3.466 -6.692 18.046 0.253
H -4.832 -5.513 18.098 0.461
H -4.256 -6.291 15.817 0.372
H -3.816 -4.557 15.888 0.450
H -2.615 -4.802 14.088 0.342
H -2.647 -6.460 13.677 0.224
H -1.052 -5.825 14.089 0.353
C -3.558 -7.734 5.290 -1.596
C -4.615 -6.692 5.492 -0.774
C -5.031 -6.454 7.009 0.827
N -6.323 -5.647 7.163 0.647
C -7.468 -6.705 7.243 -0.532
C -8.781 -6.082 7.534 -0.997
C -8.746 -5.248 8.818 -0.284
C -7.437 -4.361 8.917 -1.103
C -6.096 -4.993 8.506 0.635
C -6.496 -4.598 6.053 -1.074
H -3.375 -7.932 4.234 0.480
H -3.853 -8.678 5.748 0.234
H -2.615 -7.327 5.655 0.345
H -5.432 -6.939 4.814 0.464
H -4.166 -5.833 4.994 0.331
H -4.249 -5.863 7.487 0.048
H -5.215 -7.416 7.490 -0.585
H -7.260 -7.458 8.004 0.117
H -7.388 -7.211 6.281 0.488
H -9.512 -6.890 7.551 0.528
H -8.996 -5.453 6.670 0.364
H -8.964 -5.927 9.643 -0.163
H -9.556 -4.543 8.632 0.486
H -7.461 -3.790 9.845 0.520
H -7.541 -3.578 8.166 0.435
H -5.847 -5.759 9.240 -0.394
H -5.363 -4.191 8.416 0.045
H -7.365 -3.974 6.259 0.531
H -6.750 -5.161 5.155 0.438
H -5.625 -3.966 5.880 0.247
C 4.150 -12.857 9.570 -1.275
C 2.645 -12.775 9.481 -0.277
C 2.142 -11.660 8.547 -0.821
N 0.634 -11.220 8.672 0.449
C 0.296 -10.418 9.951 -1.086
C 0.937 -9.110 10.040 -0.671
C 0.654 -8.258 8.778 -0.121
C 0.892 -8.957 7.437 -0.892
C 0.259 -10.382 7.389 -0.420
C -0.303 -12.427 8.735 -0.885
H 4.438 -13.475 10.420 0.376
H 4.515 -11.834 9.661 0.352
H 4.524 -13.208 8.609 0.351
H 2.368 -12.482 10.494 0.232
H 2.015 -13.639 9.273 0.434
H 2.085 -12.063 7.535 0.400
H 2.854 -10.836 8.602 0.368
H 0.690 -10.959 10.811 0.357
H -0.781 -10.321 10.092 0.709
H 2.017 -9.226 10.130 0.352
H 0.629 -8.464 10.863 0.422
H 1.355 -7.424 8.814 0.421
H -0.288 -7.723 8.660 -0.309
H 1.976 -9.002 7.337 0.398
H 0.372 -8.385 6.668 0.520
H 0.514 -10.931 6.482 0.480
H -0.784 -10.210 7.655 0.217
H -1.146 -12.289 8.058 0.148
H -0.623 -12.684 9.745 0.325
H 0.208 -13.245 8.230 0.465
C -9.069 -14.960 5.411 -1.388
C -9.608 -13.894 6.254 -0.033
C -8.785 -13.806 7.618 -0.184
N -9.365 -12.680 8.603 -0.062
C -9.384 -11.351 7.819 -0.539
C -9.496 -10.239 8.770 -0.344
C -8.370 -10.377 9.858 1.022
C -8.559 -11.578 10.752 -0.857
C -8.407 -12.780 9.791 -0.704
C -10.800 -13.083 9.203 -0.943
H -8.165 -14.605 4.915 0.256
H -9.759 -15.291 4.635 0.381
H -8.743 -15.799 6.025 0.342
H -10.686 -13.966 6.400 0.345
H -9.357 -13.161 5.487 0.203
H -7.758 -13.501 7.417 -0.314
H -8.705 -14.754 8.150 0.707
H -8.383 -11.366 7.387 -0.034
H -10.157 -11.270 7.055 0.601
H -9.380 -9.389 8.098 -0.122
H -10.520 -10.199 9.140 0.445
H -7.352 -10.162 9.533 -0.394
H -8.535 -9.479 10.453 -0.256
H -7.792 -11.774 11.501 0.439
H -9.489 -11.560 11.319 0.369
H -7.355 -12.818 9.507 0.370
H -8.620 -13.738 10.266 0.529
H -10.948 -12.426 10.060 0.434
H -10.763 -14.150 9.427 0.331
H -11.473 -12.917 8.362 0.381
N -2.869 -2.862 9.471 -0.284
S -3.214 -1.451 9.107 0.972
O -4.096 -1.109 7.996 -0.563
O -2.179 -0.447 9.371 -0.600
F -4.290 -1.093 10.241 -0.336
S -2.126 -3.146 7.958 0.886
O -1.007 -2.250 7.626 -0.497
O -2.967 -3.463 6.849 -0.500
F -1.448 -4.585 8.296 -0.199
N -4.316 -6.394 11.042 -0.129
S -3.535 -7.541 10.415 0.522
O -4.262 -8.430 9.489 -0.321
O -2.425 -8.024 11.282 -0.436
F -2.821 -6.564 9.354 -0.029
S -5.441 -7.234 11.822 0.497
O -4.996 -8.234 12.805 -0.415
O -6.628 -7.596 10.997 -0.321
F -5.994 -5.991 12.735 -0.357
N -5.556 -11.901 6.221 0.100
S -4.758 -13.128 6.203 1.060
O -5.090 -14.294 7.014 -0.405
O -3.416 -13.105 5.609 -0.343
F -5.521 -13.636 4.873 -0.306
S -4.678 -11.239 7.485 0.899
O -3.385 -10.654 7.116 -0.237
O -4.790 -11.797 8.831 -0.606
F -5.685 -9.953 7.667 -0.065
```

Record 2
The following is a quantum chemistry calculation of C36H27BrIrN3O5PS as an isolated structure, from the OMol25 dataset.

The expectation value of S² is 1.0023. As for the multiplicity: 2. For the relative energy (zero: lowest compared OMol25 entry of this formula, charge and spin), the calculation gives 5.240 eV. The largest force on an atom is 0.095 Eh/bohr. As for the HOMO-LUMO gap (spin up / spin down): 6.22 / 4.46 eV. Its total charge is +2.

Geometry as XYZ:
```
75
Properties=species:S:1:pos:R:3:mulliken_charge:R:1
Ir -0.617 0.715 1.396 1.682
C -1.417 6.651 0.905 -0.587
C -2.557 6.090 0.325 -0.576
C -2.766 4.722 0.348 -0.325
C -1.857 3.877 1.004 0.312
C -0.682 4.446 1.566 0.026
C -0.495 5.830 1.526 -0.664
N -2.105 2.541 1.110 0.229
N -3.311 2.129 0.856 -0.434
C -3.635 0.855 0.924 0.006
C -4.993 0.476 0.757 -0.406
C -5.362 -0.827 0.941 -0.562
C -4.378 -1.765 1.295 -1.021
C -3.076 -1.345 1.425 0.018
N -2.672 -0.083 1.230 0.005
H -1.265 7.719 0.874 0.442
H -3.296 6.729 -0.137 0.421
H -3.641 4.283 -0.108 0.497
H -0.018 3.819 2.146 0.416
H 0.391 6.248 1.971 0.450
H -5.702 1.252 0.521 0.525
H -6.391 -1.132 0.834 0.454
H -4.641 -2.793 1.490 0.497
H -2.315 -2.047 1.729 0.516
O 2.552 0.511 1.828 -0.584
S 2.778 0.088 0.494 1.173
O 3.244 0.957 -0.513 -0.523
O 1.275 -0.583 -0.028 -0.071
C 3.637 -1.484 0.467 0.527
C 5.004 -1.604 0.611 -0.852
C 5.561 -2.880 0.576 -0.724
C 4.761 -4.000 0.396 -0.716
C 3.388 -3.876 0.239 -0.790
C 2.832 -2.602 0.273 0.132
P 1.091 -2.140 0.180 1.369
C 0.297 -2.368 1.781 1.186
C -0.204 -3.626 2.108 -0.389
C -0.781 -3.832 3.351 -0.764
C -0.897 -2.778 4.248 -0.693
C -0.380 -1.530 3.935 -0.840
C 0.242 -1.308 2.706 -1.137
C 0.171 -2.606 -1.291 0.807
C 0.865 -2.664 -2.498 -0.507
C 0.155 -2.763 -3.681 -0.958
C -1.232 -2.802 -3.657 -0.502
C -1.916 -2.763 -2.453 -0.770
C -1.219 -2.662 -1.261 -0.266
H 5.620 -0.728 0.744 0.557
H 6.627 -2.998 0.686 0.452
H 5.208 -4.982 0.374 0.476
H 2.778 -4.752 0.074 0.535
H -0.133 -4.432 1.392 0.486
H -1.131 -4.814 3.624 0.491
H -1.359 -2.941 5.209 0.472
H -0.419 -0.732 4.662 0.537
H 0.866 -0.418 2.584 0.586
H 1.946 -2.625 -2.507 0.415
H 0.686 -2.799 -4.619 0.477
H -1.776 -2.866 -4.586 0.451
H -2.993 -2.797 -2.444 0.497
H -1.749 -2.623 -0.323 0.118
Br 2.520 1.073 -6.085 -0.169
C 2.022 1.697 -4.366 -0.136
C 0.990 1.051 -3.698 -0.555
C 0.635 1.477 -2.435 -0.017
C 1.308 2.548 -1.859 0.177
C 2.326 3.203 -2.534 -0.341
C 2.692 2.769 -3.795 -0.602
C 0.880 2.960 -0.459 0.167
O 0.670 4.144 -0.241 -0.435
O 0.745 1.986 0.329 -0.581
H 0.466 0.235 -4.166 0.628
H -0.168 0.995 -1.895 0.327
H 2.838 4.035 -2.077 0.478
H 3.486 3.267 -4.328 0.478
```

Record 3
The following is a quantum chemistry calculation of C4H7BO3 as an isolated structure, from the OMol25 dataset.

The expectation value of S² is 2.0272. As for the multiplicity: 3. For the relative energy (zero: lowest compared OMol25 entry of this formula, charge and spin), the calculation gives 0.000 eV. The largest force on an atom is 0.139 Eh/bohr. As for the HOMO-LUMO gap (spin up / spin down): 5.58 / 8.58 eV.

Geometry as XYZ:
```
15
Properties=species:S:1:pos:R:3:mulliken_charge:R:1
B -1.878 0.341 -0.017 0.448
C 1.805 -0.093 0.362 -0.457
C 1.640 1.146 -0.131 -0.158
C 0.525 -0.919 0.113 -0.229
C -0.488 -0.059 -0.556 -0.618
O 0.505 1.498 -0.715 -0.339
O -2.209 1.363 0.662 -0.611
O -2.886 -0.417 -0.414 -0.469
H 2.494 -0.459 1.095 0.407
H 2.326 1.860 -0.101 0.590
H 0.840 -1.804 -0.371 0.388
H 0.087 -1.126 1.118 0.207
H -0.522 -0.537 -1.479 0.221
H -1.509 2.010 0.941 0.316
H -3.712 -0.105 -0.007 0.306
```

Record 4
The following is a quantum chemistry calculation of C14H16CsIO2 as an isolated structure, from the OMol25 dataset.

For the relative energy (zero: lowest compared OMol25 entry of this formula, charge and spin), the calculation gives 0.294 eV. The largest force on an atom is 0.013 Eh/bohr. As for the HOMO-LUMO gap: 6.10 eV.

Geometry as XYZ:
```
34
Properties=species:S:1:pos:R:3:mulliken_charge:R:1
Cs -0.205 -0.301 -0.550 1.244
C 2.497 -2.323 1.163 -0.790
O 1.341 -2.504 0.366 -0.280
C 0.440 -3.475 0.870 -0.527
C -0.469 -2.957 1.985 -0.446
O -1.364 -1.942 1.568 -0.350
C -2.545 -2.421 0.958 -0.790
H 3.038 -3.267 1.287 0.305
H 2.260 -1.920 2.152 0.322
H 3.137 -1.614 0.642 0.264
H 0.992 -4.343 1.251 0.365
H -0.163 -3.805 0.022 0.289
H 0.133 -2.523 2.784 0.303
H -1.022 -3.808 2.399 0.343
H -3.071 -3.124 1.611 0.306
H -2.351 -2.917 0.000 0.339
H -3.186 -1.559 0.782 0.267
I 0.811 2.900 0.243 -0.136
C 0.117 3.878 -1.542 -0.117
C 0.395 5.212 -1.612 -0.589
C -0.023 5.936 -2.746 -0.459
C -0.694 5.294 -3.747 -0.799
C -0.979 3.911 -3.670 0.843
C -1.674 3.255 -4.712 -0.742
C -1.939 1.919 -4.619 -0.664
C -1.521 1.191 -3.483 0.099
C -0.837 1.737 -2.410 -1.025
C -0.571 3.138 -2.533 0.670
H 0.927 5.713 -0.816 0.327
H 0.194 6.995 -2.808 0.365
H -1.022 5.840 -4.625 0.319
H -1.988 3.831 -5.575 0.320
H -2.472 1.415 -5.419 0.343
H -1.768 0.123 -3.474 0.078
```

Number 1: E_tot -6264.4959 hartree. Number 2: E_tot -5345.7116 hartree. Number 3: E_tot -407.0744 hartree. Number 4: E_tot -1011.2772 hartree.